#1
{
  "formula": "C5H10NO3",
  "method": "ωB97M-V/def2-TZVPD",
  "symbols": ["C", "C", "C", "O", "N", "H", "H", "H", "H", "H", "H", "H", "C", "C", "O", "O", "H", "H", "H"],
  "xyz": [[-0.81618, 1.63884, 0.16608], [0.37346, 2.58524, -0.17725], [-0.57034, 1.12437, 1.58672], [-1.18330, 1.53587, 2.56871], [0.41291, 0.21121, 1.67081], [-1.77071, 2.15182, 0.15681], [-0.77941, 0.74823, -0.46119], [0.89619, 2.89464, 0.73154], [0.56177, -0.27511, 2.54026], [0.83968, -0.27210, 0.87403], [0.00162, 3.52775, -0.58713], [1.05595, 2.08243, -0.85376], [-0.00974, -3.02575, -1.87882], [0.36811, -1.66830, -1.27745], [1.11050, -1.69757, -0.25757], [-0.03081, -0.64117, -1.86304], [-1.03353, -2.93214, -2.24340], [0.05553, -3.83741, -1.15749], [0.67880, -3.17831, -2.71077]],
  "lowdin_charge": [-0.15, -0.09, -0.59, -0.02, 0.17, 0.10, 0.07, 0.07, 0.10, 0.06, 0.05, 0.07, -0.05, -0.76, -0.11, -0.08, 0.06, 0.05, 0.06],
  "homo_ev": -4.79,
  "charge": -1,
  "gap_ha": 0.3240
}

***

#2
{
  "formula": "C5H10NO3",
  "method": "ωB97M-V/def2-TZVPD",
  "symbols": ["C", "C", "C", "O", "N", "H", "H", "H", "H", "H", "H", "H", "C", "C", "O", "O", "H", "H", "H"],
  "xyz": [[-0.53520, 0.82674, -0.73803], [0.06747, 0.93372, -2.19086], [-1.70276, -0.00626, -0.51432], [-2.71371, 0.75311, -0.81867], [-1.72684, -1.25396, -0.05937], [0.28794, 0.63300, -0.08510], [-0.69282, 1.99490, -0.49996], [-0.50411, 0.29156, -2.91680], [-2.30363, -1.97309, -0.57619], [-0.87539, -1.68328, 0.13648], [1.12599, 0.57620, -2.31899], [-0.05826, 2.10076, -2.46670], [1.19049, -0.23973, 2.46087], [1.60782, -0.71863, 1.02593], [2.51950, 0.01976, 0.59750], [0.96394, -1.55247, 0.36601], [1.27723, -1.12903, 3.08257], [0.19060, 0.09725, 2.49450], [1.88173, 0.32943, 3.02113]],
  "lowdin_charge": [-0.22, -0.09, -0.52, -0.07, 0.18, 0.05, 0.15, 0.06, 0.14, 0.02, 0.07, 0.10, -0.03, -0.78, -0.09, -0.09, 0.05, 0.04, 0.04],
  "homo_ev": -4.35,
  "charge": -1,
  "gap_ha": 0.3039
}

***

Which structure is most stable, and how do the rest compare? From most to least stable: #1, #2.

***

#1
{
  "formula": "C45H46BrClN2O2PRuTe",
  "method": "ωB97M-V/def2-TZVPD",
  "symbols": ["Ru", "Cl", "C", "C", "C", "C", "C", "C", "P", "C", "C", "C", "C", "C", "C", "C", "C", "C", "C", "C", "C", "H", "H", "H", "H", "H", "H", "H", "H", "H", "H", "H", "H", "H", "H", "Br", "C", "C", "C", "C", "C", "C", "C", "C", "C", "C", "H", "H", "H", "H", "H", "H", "C", "N", "C", "C", "O", "H", "H", "H", "H", "H", "H", "H", "O", "C", "C", "C", "C", "C", "C", "N", "H", "H", "H", "H", "H", "H", "H", "H", "H", "H", "H", "C", "Te", "C", "C", "C", "C", "C", "C", "C", "H", "H", "H", "H", "H", "H", "H", "H"],
  "xyz": [[0.68732, 0.34811, 0.75707], [0.38471, 2.37494, 2.36348], [-1.02070, 2.01964, 3.36592], [-1.27428, 2.89616, 4.40503], [-2.35418, 2.64634, 5.23644], [-3.15475, 1.53008, 5.02925], [-2.87699, 0.66366, 3.98567], [-1.80615, 0.90441, 3.11869], [-1.45789, -0.23229, 1.74409], [-1.75255, -1.85829, 2.49455], [-0.94362, -2.26743, 3.55664], [-1.16737, -3.48497, 4.17652], [-2.20865, -4.30344, 3.74327], [-3.01004, -3.90337, 2.68692], [-2.78166, -2.68363, 2.05574], [-2.79463, -0.03113, 0.54898], [-3.96939, 0.66270, 0.82125], [-4.97219, 0.72552, -0.13879], [-4.80572, 0.10128, -1.36602], [-3.62903, -0.58693, -1.64543], [-2.62434, -0.64955, -0.69331], [-0.62907, 3.74911, 4.56756], [-2.56319, 3.32400, 6.05300], [-3.98880, 1.32894, 5.68811], [-3.48959, -0.21822, 3.84008], [-0.14558, -1.63046, 3.90942], [-0.53778, -3.79333, 5.00142], [-2.39939, -5.24529, 4.24164], [-3.82344, -4.53439, 2.35288], [-3.41564, -2.38163, 1.23266], [-4.11845, 1.13875, 1.78115], [-5.89287, 1.25095, 0.08138], [-5.59472, 0.14516, -2.10588], [-3.50177, -1.08053, -2.60089], [-1.70441, -1.18168, -0.90210], [2.06123, -0.39844, 3.19436], [3.74761, -0.19288, 2.37951], [4.86388, -0.05666, 3.13758], [6.11737, 0.00441, 2.48383], [6.18835, -0.10943, 1.12900], [5.01613, -0.25997, 0.34292], [5.08312, -0.41622, -1.06119], [3.94941, -0.59793, -1.79046], [2.68226, -0.57376, -1.15742], [2.56550, -0.37296, 0.19023], [3.74681, -0.26790, 0.97872], [4.80206, -0.00552, 4.21584], [7.01641, 0.12009, 3.07371], [7.14839, -0.09393, 0.62831], [6.05284, -0.41856, -1.54351], [4.01009, -0.75596, -2.86047], [1.79686, -0.73651, -1.75742], [-2.38430, 3.64582, 0.16673], [-2.50134, 2.99826, -1.13050], [-3.54387, 3.47898, -2.03222], [-1.63269, 2.07955, -1.53070], [-0.63697, 1.68908, -0.90728], [-3.37923, 3.80333, 0.57995], [-1.88189, 4.61224, 0.07903], [-1.80736, 3.01153, 0.83317], [-3.28549, 4.45786, -2.43692], [-4.48279, 3.56224, -1.48715], [-3.67641, 2.77765, -2.85265], [-1.84718, 1.69097, -2.53485], [0.29990, -1.92507, 0.53267], [0.25190, -3.00166, -0.09787], [0.31548, -3.07761, -1.60260], [1.48537, -3.92757, -2.17120], [2.29459, -4.68740, -1.11820], [1.52772, -5.85492, -0.49658], [0.11652, -5.46055, -0.05303], [0.07968, -4.13846, 0.57020], [0.37530, -2.05416, -1.96103], [-0.64615, -3.47594, -1.93958], [2.16025, -3.26369, -2.71185], [1.09288, -4.63687, -2.90192], [2.61575, -3.99221, -0.33547], [3.20493, -5.07063, -1.57937], [2.09147, -6.24190, 0.35439], [1.43923, -6.66958, -1.21861], [-0.27397, -6.17423, 0.66867], [-0.56533, -5.46374, -0.90465], [0.04433, -4.06291, 1.57832], [1.74137, 1.81366, -2.89527], [2.16952, 2.51109, -0.93472], [1.13354, 4.25044, -1.59435], [1.36024, 4.27158, -3.08590], [1.24773, 5.44213, -3.82764], [1.42984, 5.41299, -5.20166], [1.73989, 4.21829, -5.83805], [1.86337, 3.05014, -5.10088], [1.66112, 3.07068, -3.72618], [0.78450, 1.29075, -2.85477], [2.51092, 1.12662, -3.23045], [1.51779, 5.13059, -1.08377], [0.07689, 4.14219, -1.34679], [1.03169, 6.38034, -3.33014], [1.34344, 6.32690, -5.77438], [1.89742, 4.19895, -6.90811], [2.12887, 2.12322, -5.59573]],
  "lowdin_charge": [0.72, 0.68, -0.60, -0.08, -0.03, -0.04, -0.07, -0.37, 1.05, -0.36, -0.11, -0.06, -0.06, -0.06, -0.07, -0.36, -0.07, -0.06, -0.06, -0.06, -0.11, 0.12, 0.12, 0.12, 0.12, 0.04, 0.12, 0.12, 0.12, 0.11, 0.10, 0.12, 0.12, 0.12, 0.09, 0.92, -0.58, -0.09, -0.04, -0.01, -0.15, -0.01, -0.08, -0.22, -0.30, -0.25, 0.11, 0.12, 0.13, 0.13, 0.12, 0.08, -0.02, -0.15, -0.02, -0.33, -0.23, 0.10, 0.10, 0.04, 0.10, 0.09, 0.09, 0.15, -0.15, -0.45, -0.09, -0.15, -0.19, -0.16, -0.14, 0.12, 0.09, 0.13, 0.10, 0.12, 0.11, 0.12, 0.12, 0.12, 0.13, 0.12, 0.15, -0.36, 1.54, -0.38, -0.29, -0.03, -0.06, -0.06, -0.03, -0.29, 0.06, 0.05, 0.07, 0.04, 0.12, 0.11, 0.11, 0.12],
  "multiplicity": 2,
  "homo_ev": [-12.38, -12.44],
  "charge": 2,
  "s_squared": 0.787,
  "gap_ha": [0.2124, 0.2367]
}

***

#2
{
  "formula": "C45H46BrClN2O2PRuTe",
  "method": "ωB97M-V/def2-TZVPD",
  "symbols": ["Ru", "Cl", "C", "C", "C", "C", "C", "C", "P", "C", "C", "C", "C", "C", "C", "C", "C", "C", "C", "C", "C", "H", "H", "H", "H", "H", "H", "H", "H", "H", "H", "H", "H", "H", "H", "Br", "C", "C", "C", "C", "C", "C", "C", "C", "C", "C", "H", "H", "H", "H", "H", "H", "C", "N", "C", "C", "O", "H", "H", "H", "H", "H", "H", "H", "O", "C", "C", "C", "C", "C", "C", "N", "H", "H", "H", "H", "H", "H", "H", "H", "H", "H", "H", "C", "Te", "C", "C", "C", "C", "C", "C", "C", "H", "H", "H", "H", "H", "H", "H", "H"],
  "xyz": [[0.27686, 0.11411, 0.37447], [-0.09754, -1.11050, 2.61823], [-0.76307, -2.67337, 2.14922], [-0.63646, -3.72926, 3.02583], [-1.17351, -4.95816, 2.65871], [-1.81957, -5.09985, 1.44005], [-1.93812, -4.01744, 0.57650], [-1.40636, -2.77794, 0.91604], [-1.60320, -1.30431, -0.15082], [-2.09050, -2.00729, -1.74084], [-1.10043, -2.44444, -2.62540], [-1.45312, -3.01118, -3.83748], [-2.79441, -3.14532, -4.17927], [-3.77919, -2.72241, -3.30111], [-3.43248, -2.15981, -2.07859], [-3.08368, -0.50739, 0.54850], [-3.55587, -0.84563, 1.81391], [-4.64460, -0.17331, 2.35775], [-5.27967, 0.82328, 1.63590], [-4.82113, 1.15926, 0.36673], [-3.72548, 0.50486, -0.16716], [-0.12810, -3.59932, 3.97150], [-1.07888, -5.80122, 3.32921], [-2.23470, -6.05655, 1.15430], [-2.44324, -4.14296, -0.37211], [-0.05539, -2.31615, -2.37808], [-0.68217, -3.33936, -4.52186], [-3.06904, -3.58337, -5.12945], [-4.82362, -2.83158, -3.56103], [-4.21235, -1.84298, -1.39925], [-3.09004, -1.63967, 2.37990], [-5.00975, -0.45070, 3.33803], [-6.14333, 1.32776, 2.04959], [-5.32555, 1.92600, -0.20712], [-3.37625, 0.77723, -1.15151], [1.49744, -2.52813, -0.13125], [2.78188, -1.77784, -1.31433], [3.59026, -2.63679, -1.99621], [4.64164, -2.11213, -2.77436], [4.87417, -0.76891, -2.77648], [4.04786, 0.12349, -2.05002], [4.36042, 1.50308, -2.00286], [3.58706, 2.35370, -1.27808], [2.42126, 1.87736, -0.63453], [2.04398, 0.55249, -0.67410], [2.91474, -0.36841, -1.33927], [3.44348, -3.70560, -1.92303], [5.27839, -2.78585, -3.33073], [5.71004, -0.35868, -3.32893], [5.23335, 1.85771, -2.53635], [3.83408, 3.40589, -1.21448], [1.80523, 2.59518, -0.10674], [-1.49671, 1.81668, 4.04060], [-2.22872, 2.66387, 3.11323], [-3.28274, 3.51707, 3.64024], [-2.05966, 2.51667, 1.80396], [-1.28467, 1.70899, 1.27898], [-1.33354, 2.36349, 4.96684], [-0.54344, 1.55092, 3.59204], [-2.05745, 0.90451, 4.26135], [-2.93824, 3.99985, 4.55219], [-4.18240, 2.93968, 3.86433], [-3.52792, 4.28921, 2.91375], [-2.67795, 3.18979, 1.19809], [1.35709, 1.21020, 1.81629], [2.45750, 0.97156, 2.39827], [2.93102, 1.94919, 3.43034], [2.96794, 1.34277, 4.84364], [4.20192, 0.49085, 5.12908], [4.34848, -0.75437, 4.26058], [4.45555, -0.45840, 2.76950], [3.16811, -0.11191, 2.15669], [2.25032, 2.79706, 3.38731], [3.92580, 2.31119, 3.15368], [2.05540, 0.76082, 5.01328], [2.94338, 2.16704, 5.55662], [4.18521, 0.19067, 6.17772], [5.09242, 1.11528, 5.00425], [3.51220, -1.44070, 4.42350], [5.25384, -1.28578, 4.55956], [4.81106, -1.33618, 2.23289], [5.17081, 0.34599, 2.58194], [2.79940, -0.73651, 1.45377], [-1.81636, 0.98614, -3.18188], [-0.42568, 1.66199, -1.66611], [0.89470, 1.53157, -3.35023], [0.03295, 1.96905, -4.49925], [0.54460, 2.60963, -5.62118], [-0.30898, 2.99086, -6.64495], [-1.67336, 2.74719, -6.54644], [-2.19014, 2.11813, -5.42373], [-1.33461, 1.72160, -4.40358], [-2.84415, 1.22429, -2.92527], [-1.71344, -0.08935, -3.29594], [1.23367, 0.49777, -3.42913], [1.75233, 2.17567, -3.18403], [1.60603, 2.81327, -5.69271], [0.08910, 3.49203, -7.51679], [-2.33735, 3.05837, -7.34138], [-3.25465, 1.93472, -5.34347]],
  "lowdin_charge": [0.63, 0.80, -0.66, -0.08, -0.03, -0.03, -0.05, -0.45, 0.96, -0.40, -0.11, -0.05, -0.04, -0.05, -0.08, -0.36, -0.07, -0.05, -0.06, -0.06, -0.12, 0.12, 0.12, 0.12, 0.11, 0.06, 0.12, 0.12, 0.12, 0.11, 0.10, 0.12, 0.12, 0.12, 0.06, 0.97, -0.56, -0.11, -0.05, -0.01, -0.16, -0.02, -0.06, -0.22, -0.33, -0.23, 0.11, 0.12, 0.13, 0.13, 0.12, 0.08, -0.02, -0.16, -0.02, -0.30, -0.20, 0.10, 0.05, 0.09, 0.10, 0.09, 0.10, 0.15, -0.21, -0.45, -0.07, -0.17, -0.20, -0.17, -0.14, 0.12, 0.13, 0.14, 0.12, 0.12, 0.12, 0.12, 0.12, 0.12, 0.13, 0.13, 0.07, -0.34, 1.62, -0.32, -0.29, -0.02, -0.06, -0.06, -0.03, -0.30, 0.05, 0.05, 0.08, 0.06, 0.12, 0.11, 0.11, 0.12],
  "multiplicity": 2,
  "homo_ev": [-12.70, -12.67],
  "charge": 2,
  "s_squared": 0.762,
  "gap_ha": [0.2623, 0.2755]
}

***

Which structure is most stable, and how do the rest compare? From most to least stable: #2, #1.

***

#1
{
  "formula": "C10H8O3",
  "method": "ωB97M-V/def2-TZVPD",
  "symbols": ["C", "C", "C", "C", "C", "C", "C", "C", "C", "C", "O", "O", "O", "H", "H", "H", "H", "H", "H", "H", "H"],
  "xyz": [[1.22406, -0.67242, 0.19107], [1.18903, 0.75053, 0.38088], [2.52037, -0.97524, -0.10963], [2.45228, 1.19045, 0.17413], [-1.00204, -0.99907, 1.11612], [-1.26583, 0.43723, 1.04655], [-1.13478, 0.83379, -0.35725], [-1.56325, 0.71708, -1.58586], [0.07859, -1.48027, 0.49938], [-0.12442, 1.36269, 0.56269], [3.28193, 0.14570, -0.12324], [3.16207, -2.13452, -0.37697], [2.99244, 2.42496, 0.22060], [-1.77806, -1.64594, 1.49323], [-2.03554, 0.85839, 1.67732], [-2.43764, 0.13448, -1.82876], [-1.04540, 1.18367, -2.40792], [0.21194, -2.55466, 0.42340], [-0.16055, 2.40234, 0.85721], [2.51766, -2.84990, -0.38197], [3.93388, 2.34639, 0.02413]],
  "lowdin_charge": [-0.11, -0.07, -0.30, -0.30, -0.05, -0.15, -0.24, 0.08, -0.04, -0.09, 0.15, 0.12, 0.12, 0.11, 0.14, 0.06, 0.06, 0.11, 0.15, 0.12, 0.12],
  "homo_ev": -7.18,
  "charge": 0,
  "gap_ha": 0.2859
}

***

#2
{
  "formula": "C10H8O3",
  "method": "ωB97M-V/def2-TZVPD",
  "symbols": ["C", "C", "C", "C", "C", "C", "C", "C", "C", "C", "H", "H", "H", "H", "H", "H", "H", "H", "O", "O", "O"],
  "xyz": [[-3.45801, -1.08518, 0.24105], [-1.61794, 0.32678, -0.13647], [-0.68284, -0.64491, -0.09274], [0.73508, -0.17364, -0.05305], [1.70044, -1.15161, -0.11289], [3.05416, -0.83225, -0.02733], [3.38672, 0.61337, 0.05130], [2.44567, 1.56686, 0.08023], [0.99276, 1.10846, 0.10711], [-1.23536, 1.73259, -0.04970], [-4.12516, -0.80709, 0.88238], [-2.54572, -1.77337, 0.92806], [-4.21191, -1.67387, -0.64977], [-1.15509, -1.88743, -0.26630], [1.40758, -2.18846, -0.27598], [3.40525, -1.51840, -0.36835], [4.46223, 0.94892, -0.00666], [2.51380, 2.61973, 0.08285], [-3.01028, 0.07632, -0.22653], [0.01584, 2.00730, -0.03793], [-2.07721, 2.73589, -0.06929]],
  "lowdin_charge": [-0.17, -0.16, 0.07, -0.19, -0.02, 0.02, -0.05, 0.03, -0.16, -0.35, 0.00, 0.17, 0.17, 0.21, 0.12, -0.05, 0.12, 0.10, -0.08, 0.17, 0.05],
  "homo_ev": -8.87,
  "charge": 0,
  "gap_ha": 0.3290
}

***

Which structure is most stable, and how do the rest compare? From most to least stable: #1, #2.

***

#1
{
  "formula": "CH2N2O2S",
  "method": "ωB97M-V/def2-TZVPD",
  "symbols": ["C", "N", "N", "O", "O", "S", "H", "H"],
  "xyz": [[-1.06706, -0.66886, -0.16870], [-0.56150, -1.61595, -0.80658], [-0.55595, 0.40225, 0.43717], [2.23326, 1.18775, -1.20062], [0.95165, 0.34981, 0.87661], [2.13133, 0.24477, -0.13432], [-2.07208, -0.46761, -0.38175], [-1.05965, 0.56784, 1.37819]],
  "lowdin_charge": [-0.44, 0.19, 0.03, -0.48, -0.48, 0.89, 0.11, 0.17],
  "homo_ev": [-10.55, -8.61],
  "charge": 0,
  "gap_ha": [0.3513, 0.2830]
}

***

#2
{
  "formula": "CH2N2O2S",
  "method": "ωB97M-V/def2-TZVPD",
  "symbols": ["C", "N", "N", "O", "O", "S", "H", "H"],
  "xyz": [[-0.85018, 0.39894, 0.26348], [0.08091, -0.38094, -0.13719], [1.42412, -0.04247, -0.03829], [1.71533, 1.12348, -0.11572], [2.17084, -0.97518, 0.05397], [-2.35204, -0.27585, -0.14739], [-0.71308, 1.33016, 0.79850], [-1.47591, -1.17815, -0.67736]],
  "lowdin_charge": [-0.54, -0.03, -0.47, 0.07, 0.09, 0.84, 0.10, -0.06],
  "homo_ev": -10.25,
  "charge": 0,
  "gap_ha": 0.3539
}

***

Which structure is most stable, and how do the rest compare? From most to least stable: #2, #1.